1.
ORCA calculation (ωB97M-V/def2-TZVPD) on a cluster of 2 separate species, C3H5N2 in total.

Output
Charge: +1
F_max, eV/A: 3.4
LUMO level, eV: -6.7
Energy above the lowest of the compared OMol25 structures with the same formula, charge and spin, eV: 11.6758
HOMO energy, Eh: -0.5619

Last column: Löwdin charge in e.
CARTESIAN COORDINATES (ANGSTROEM)
C 0.5905 -1.0059 0.4626  0.123
C -0.0011 -0.9947 -0.8480  -0.085
C 0.3072 0.3794 -0.0385  -0.150
N 1.2144 -0.3106 -0.8489  0.105
N -0.8624 0.2725 -0.8843  0.274
H -0.2582 0.3929 2.9036  0.041
H -0.7340 0.8998 2.5664  0.024
H 2.1471 -0.5217 -1.1770  0.204
H -0.5671 0.8042 -1.7234  0.203
H -1.8364 0.0842 -0.4125  0.262

Cartesian forces (eV/Å) of the 6 atoms listed first:
C -0.178 -1.045 3.277
C -1.530 -0.303 -0.865
C -0.094 -0.206 2.025
N 1.228 0.551 -2.677
N 0.455 -0.869 -0.260
H -0.662 0.663 -0.442

2.
ORCA calculation (ωB97M-V/def2-TZVPD) on a cluster of 5 separate species, C32H62NO15P2 in total.

Output
Charge: +1
F_max, eV/A: 4.6
LUMO level, eV: -4.6
Energy above the lowest of the compared OMol25 structures with the same formula, charge and spin, eV: 0.0000
HOMO energy, Eh: -0.4271

Last column: Löwdin charge in e.
CARTESIAN COORDINATES (ANGSTROEM)
C -5.0605 -2.0797 4.7655  -0.089
C -5.7792 -2.2712 3.3241  -0.281
O -5.0291 -3.2282 2.5252  -0.260
P -4.1771 -2.4352 1.2504  0.716
O -5.2472 -1.8985 0.2906  -0.323
C -3.3187 -0.9536 2.0337  -0.209
C -2.0342 -0.4129 1.2386  -0.213
C -2.3827 0.3331 -0.1400  -0.164
C -2.6359 1.8979 -0.0148  -0.083
C -4.1168 2.3852 0.2033  0.072
C -4.4025 3.9051 0.3379  0.032
C -3.1827 4.8562 0.1998  0.010
N -1.8550 4.3576 -0.0021  0.036
C -1.5059 2.9476 -0.1034  -0.269
P 0.3272 2.5492 -0.3153  0.970
C 0.6907 1.5813 -1.8970  -0.414
C 2.1431 0.8818 -1.6950  -0.173
C 0.9540 1.6812 1.2441  -0.396
C 0.2695 2.4657 2.5042  -0.165
O -3.1372 -3.6120 0.5923  -0.271
C -2.7807 -3.3307 -0.7876  -0.275
C -3.8928 -3.7284 -1.8720  -0.093
H -4.3632 -2.9764 4.9381  0.090
H -4.4746 -1.1049 4.8566  0.061
H -5.8319 -2.1133 5.6162  0.083
H -6.8160 -2.7483 3.5059  0.137
H -5.9630 -1.2891 2.7745  0.104
H -3.0673 -1.1194 3.1377  0.094
H -4.0923 -0.0926 2.0221  0.103
H -1.3762 -1.3234 0.9701  0.108
H -1.3990 0.2147 1.9639  0.088
H -1.5965 0.0294 -0.9060  0.097
H -3.3798 -0.1250 -0.5119  0.116
H -5.0028 1.6799 0.3069  0.123
H -5.4180 4.3778 0.5262  0.114
H -3.3163 5.9952 0.2931  0.142
H -1.0988 5.0612 -0.0796  0.144
H 0.7620 2.3044 -2.7963  0.092
H -0.0883 0.7996 -2.1856  0.061
H 2.9163 1.7400 -1.6506  0.087
H 2.4121 0.1876 -2.5707  0.089
H 2.2136 0.2523 -0.7468  0.063
H 2.0731 1.8983 1.3183  0.091
H 0.6830 0.5745 1.2938  0.071
H -0.7010 1.9757 2.8480  0.059
H 1.0121 2.4937 3.3688  0.085
H 0.0104 3.5559 2.2176  0.061
H -1.8547 -3.9850 -1.0169  0.138
H -2.4615 -2.2564 -0.9980  0.093
H -4.7260 -4.4067 -1.4648  0.098
H -3.4506 -4.1206 -2.8639  0.089
H -4.4284 -2.7445 -2.1636  0.073
C 8.2250 2.9510 1.4107  -0.065
C 7.3056 3.3638 0.2751  -0.214
O 7.2423 2.3531 -0.7389  0.035
C 6.5120 1.2695 -0.4327  -0.585
O 5.9137 1.0793 0.5983  0.114
O 6.5854 0.4138 -1.4691  -0.023
C 5.9352 -0.8351 -1.2280  -0.036
H 9.2139 2.6905 1.0260  0.085
H 8.3260 3.7592 2.1371  0.082
H 7.8442 2.0698 1.9308  0.074
H 7.7050 4.2617 -0.2020  0.124
H 6.3021 3.6106 0.6348  0.121
H 4.8955 -0.6891 -0.9266  0.083
H 6.4804 -1.3978 -0.4671  0.110
H 5.9481 -1.4071 -2.1563  0.089
C 9.8165 -4.9636 -5.6779  -0.068
C 10.6075 -4.1574 -4.6631  -0.213
O 10.3608 -2.7533 -4.8053  0.035
C 9.1756 -2.3237 -4.3448  -0.583
O 8.3209 -3.0030 -3.8288  0.114
O 9.0915 -1.0027 -4.5833  0.010
C 7.8286 -0.4395 -4.2352  -0.040
H 10.0221 -4.6094 -6.6910  0.083
H 10.0717 -6.0226 -5.6112  0.081
H 8.7415 -4.8603 -5.5172  0.072
H 11.6752 -4.3074 -4.8390  0.124
H 10.4023 -4.4817 -3.6385  0.125
H 7.5709 -0.6568 -3.2003  0.055
H 7.0555 -0.8139 -4.9112  0.104
H 7.8981 0.6422 -4.3536  0.102
C 0.9683 -8.7150 1.1889  -0.067
C 1.7554 -7.9121 2.2091  -0.211
O 1.5141 -6.5065 2.0661  0.030
C 0.3270 -6.0740 2.5194  -0.585
O -0.5318 -6.7496 3.0285  0.129
O 0.2484 -4.7508 2.2809  0.002
C -1.0151 -4.1822 2.6207  -0.048
H 1.1815 -8.3609 0.1771  0.081
H 1.2195 -9.7749 1.2566  0.082
H -0.1074 -8.6084 1.3427  0.074
H 2.8237 -8.0654 2.0400  0.123
H 1.5426 -8.2362 3.2320  0.126
H -1.2816 -4.3984 3.6580  0.104
H -1.7837 -4.5504 1.9426  0.078
H -0.9392 -3.0997 2.5020  0.078
C -7.7879 9.2170 1.4105  -0.064
C -7.1493 8.4926 0.2390  -0.219
O -7.5787 7.1265 0.1727  0.010
C -8.8294 6.9328 -0.2827  -0.590
O -9.5992 7.7893 -0.6347  0.134
O -9.0826 5.6114 -0.2496  -0.011
C -10.4232 5.2752 -0.6094  -0.042
H -7.5969 8.6791 2.3425  0.082
H -7.3945 10.2313 1.4965  0.083
H -8.8717 9.2795 1.2963  0.077
H -6.0651 8.4744 0.3762  0.114
H -7.3445 9.0031 -0.7087  0.128
H -10.6878 5.6892 -1.5844  0.100
H -11.1144 5.6290 0.1586  0.102
H -10.4925 4.1883 -0.6648  0.094

Cartesian forces (eV/Å) of the 6 atoms listed first:
C -0.302 -0.389 -0.061
C -0.912 0.011 1.621
O 2.220 1.671 -2.014
P -3.691 -0.596 -0.554
O 2.940 -0.869 1.455
C 0.585 1.145 0.253

3.
ORCA calculation (ωB97M-V/def2-TZVPD) on a structure of composition CH10BeF5N2OTe.

Output
Charge: -1
F_max, eV/A: 5.2
LUMO level, eV: 1.5
HOMO energy, Eh: -0.0722

Last column: Löwdin charge in e.
CARTESIAN COORDINATES (ANGSTROEM)
C -0.5094 -0.2791 -2.7353  -0.092
Be -0.3318 -0.5271 0.2673  0.388
N 0.0722 -0.9894 2.2368  0.055
N -2.5218 -1.0854 0.3649  0.047
H 0.1006 -0.1267 2.7996  0.063
H -0.1534 -0.9503 -1.9406  -0.039
H 0.2565 -0.0988 -3.5027  0.019
H -0.8136 0.6943 -2.3086  0.016
H -1.2691 -0.9354 -3.3408  0.040
H -3.0443 -0.5323 1.0589  0.055
H -2.7037 -2.0739 0.5882  0.040
H -3.0035 -0.9223 -0.5299  0.052
H -0.5995 -1.6221 2.6927  0.046
H 1.0027 -1.4258 2.3200  0.050
F 3.8692 1.9560 0.5668  -0.592
Te 1.9199 1.5525 0.2910  1.881
F 2.3199 0.9780 -1.5870  -0.579
F 2.3347 -0.3053 0.8823  -0.580
F 1.5472 2.1196 2.1813  -0.596
F 1.6079 3.4289 -0.3416  -0.581
O -0.0804 1.1446 0.0368  -0.693

Cartesian forces (eV/Å) of the 6 atoms listed first:
C -1.008 -1.151 -1.666
Be 0.231 4.854 1.834
N -0.429 -0.718 -0.549
N 0.015 -0.376 -0.212
H 0.150 -0.020 -0.702
H 0.362 0.281 -0.274

4.
ORCA calculation (ωB97M-V/def2-TZVPD) on a cluster of 3 separate species, C10H22F3O10PS2 in total.

Output
F_max, eV/A: 2.1
LUMO level, eV: -0.9
HOMO energy, Eh: -0.3123

Last column: Löwdin charge in e.
CARTESIAN COORDINATES (ANGSTROEM)
O -3.3129 1.8111 3.5136  -0.241
P -4.2747 1.2490 2.5638  0.309
O -4.4954 2.1124 1.2574  -0.081
O -5.7251 1.2054 3.2259  -0.078
O -3.9590 -0.2730 2.1874  -0.175
C -2.5574 -0.6145 2.1465  -0.191
C -2.4688 -2.1208 1.8573  -0.081
C -2.0875 -2.4228 0.4340  -0.187
F -2.0737 -1.3870 -0.4631  0.044
C -1.7215 -3.6574 -0.0569  -0.257
F -2.5614 -4.6497 -0.3146  0.151
F -0.4668 -4.0101 -0.3506  0.115
H -3.6510 2.3042 0.8225  0.051
H -6.2799 0.6301 2.6784  0.087
H -2.0404 -0.0437 1.3773  0.104
H -2.0776 -0.3934 3.0945  0.123
H -3.4538 -2.5273 2.1080  0.131
H -1.7379 -2.5731 2.5214  0.120
C 5.7614 -2.9319 -0.6159  -0.073
C 4.9125 -2.4617 -1.7803  -0.249
O 3.5041 -2.4411 -1.4659  -0.257
S 2.9658 -1.2745 -0.5300  0.583
C 1.2397 -1.5212 -0.7880  -0.121
O 3.3508 -0.0203 -1.1065  -0.283
O 3.2772 -1.5858 0.8291  -0.265
H 5.7253 -2.2258 0.2123  0.070
H 6.8011 -3.0383 -0.9255  0.082
H 5.4008 -3.8898 -0.2412  0.085
H 5.2286 -1.4779 -2.1309  0.115
H 5.0179 -3.1519 -2.6148  0.121
H 1.0065 -1.3108 -1.8288  0.085
H 0.7151 -0.8262 -0.1349  0.070
H 0.9759 -2.5370 -0.5270  0.050
C 0.4481 2.2759 -3.0166  -0.059
C 0.7404 1.9226 -1.5710  -0.251
O 0.5902 3.0468 -0.6795  -0.242
S -0.8846 3.4884 -0.3336  0.580
C -0.5056 4.5729 0.9968  -0.108
O -1.5845 2.3351 0.1662  -0.291
O -1.4222 4.2451 -1.4188  -0.260
H -0.5992 2.5383 -3.1603  0.070
H 0.6770 1.4298 -3.6651  0.082
H 1.0421 3.1351 -3.3275  0.088
H 0.1132 1.0974 -1.2298  0.094
H 1.7743 1.6042 -1.4778  0.097
H -0.0732 3.9977 1.8109  0.081
H -1.4389 5.0345 1.3126  0.082
H 0.1853 5.3314 0.6392  0.078

Cartesian forces (eV/Å) of the 6 atoms listed first:
O 0.299 -0.048 -0.324
P 0.282 0.894 1.873
O -0.122 -0.545 -0.222
O 0.172 -0.660 -1.104
O -0.055 0.533 -0.347
C 0.171 -0.664 -0.263

Question: Among the records above, which one has the lowest F_max?
Answer: C10H22F3O10PS2

Question: Among the records above, which one has the highest LUMO level?
Answer: CH10BeF5N2OTe